Molecular formula: C4H12S2
Method: DFT, ωB97M-V/def2-TZVPD

The HOMO-LUMO gap (spin up / spin down) comes out at 7.8216 / 2.7237 eV. Its expectation value of S² is 0.753. Its molecular weight is 124.27 g/mol. The total energy is -26004.073 eV.

Geometry as ORCA input:
```
! RIJCOSX wB97M-V def2-TZVPD def2/J DEFGRID3
* xyz 1 2
C -3.1017 0.3080 -1.8360
C -1.7952 0.7944 -2.4481
S -1.2881 2.4731 -1.9011
H -3.7204 1.1370 -1.5163
H -3.6816 -0.3058 -2.5150
H -2.9096 -0.2963 -0.9569
H -1.8112 0.8227 -3.5337
H -0.9503 0.1544 -2.1694
H -1.8590 2.4346 -0.7048
C 1.5219 0.2439 1.8660
S 2.2109 -0.8299 3.0861
C 3.1347 -1.9723 2.0856
H 2.2450 1.0596 1.7139
H 1.3663 -0.2880 0.9370
H 0.6355 0.7470 2.2476
H 2.5363 -2.4767 1.3291
H 3.6137 -2.6793 2.7547
H 3.8528 -1.3265 1.5613
*
```

Results of the Löwdin charge analysis, in e, for atoms 1 through 5:
1 C -0.172
2 C -0.608
3 S 0.663
4 H 0.058
5 H 0.071